C10H14N2S in the gas phase, computed with ωB97M-V/def2-TZVPD.

Structure (XYZ):
```
27
Properties=species:S:1:pos:R:3
C 3.660 1.858 0.066
N 2.430 1.220 0.524
C 2.200 -0.138 0.330
S 3.251 -0.970 -0.701
N 1.114 -0.630 0.825
C 0.594 -1.899 0.476
C -0.329 -1.777 -0.718
C -1.443 -0.784 -0.420
C -1.291 0.495 -0.885
C -2.289 1.446 -0.731
C -3.510 1.145 -0.208
C -3.613 -0.081 0.451
C -2.541 -1.101 0.392
H 3.697 2.819 0.544
H 3.662 1.717 -0.978
H 4.613 1.395 0.341
H 2.054 1.520 1.501
H 0.380 0.083 1.082
H 0.104 -2.300 1.380
H 1.309 -2.589 0.130
H 0.364 -1.175 -1.482
H -0.582 -2.759 -1.100
H -0.325 0.637 -1.436
H -2.173 2.466 -1.050
H -4.257 1.935 -0.093
H -4.485 -0.406 0.907
H -2.594 -2.127 0.854
```

Charge: 0
Frontier orbital gap in eV: 8.7324
Lowest unoccupied orbital energy in Ha: 0.0263
SMILES string: CNC(=S)NCCc1ccccc1

***

C10H14N2S in the gas phase, computed with ωB97M-V/def2-TZVPD.

Structure (XYZ):
```
27
Properties=species:S:1:pos:R:3
C 2.598 2.141 1.341
C 2.502 1.278 0.289
S 0.491 1.379 -0.631
C -0.117 0.141 0.316
C -1.438 0.118 0.685
C -1.873 -1.061 1.693
C -2.528 0.777 -0.054
C -3.029 -0.024 -1.304
N 3.265 0.224 -0.112
C 3.078 -0.530 -1.215
C 3.951 -1.531 -1.262
N 4.762 -1.456 -0.175
C 4.325 -0.449 0.520
H 1.946 2.891 1.545
H 3.318 1.986 2.151
H 0.743 -0.365 0.807
H -2.001 -1.945 1.150
H -1.035 -1.097 2.462
H -2.700 -0.876 2.231
H -2.209 1.811 -0.348
H -3.434 0.822 0.518
H -3.331 -0.981 -0.960
H -3.855 0.612 -1.775
H -2.349 0.003 -2.057
H 2.251 -0.288 -1.913
H 4.014 -2.318 -1.970
H 4.624 -0.139 1.450
```

Charge: 0
Frontier orbital gap in eV: 8.0158
Lowest unoccupied orbital energy in Ha: -0.0006
SMILES string: C=C(S/C=C(/C)CC)n1ccnc1

***

A molecular structure, C10H14N3, computed with ωB97M-V/def2-TZVPD.

Structure (XYZ):
```
27
Properties=species:S:1:pos:R:3
C -2.279 2.786 0.887
C -1.539 2.813 2.106
C -1.634 2.120 -0.219
C -0.039 1.508 1.033
C -1.634 1.874 -2.710
C -1.411 -2.101 0.689
C -2.289 2.045 -1.560
C 1.534 -0.373 1.605
C 1.317 -1.292 -0.683
C 0.805 -1.343 0.789
N -0.428 2.060 2.155
N -0.419 1.422 -0.174
N -0.642 -1.126 0.643
H -3.266 3.249 0.805
H -1.948 3.265 2.943
H -2.185 1.743 -3.666
H -0.609 1.754 -2.982
H -1.484 -3.148 1.057
H -2.429 -1.811 0.469
H -3.376 2.095 -1.522
H 0.879 0.723 1.494
H 1.426 -0.605 2.653
H 2.575 -0.060 1.174
H 1.138 -2.170 -1.158
H 2.333 -1.072 -0.640
H 0.797 -0.376 -1.227
H 0.983 -2.329 1.172
```

Charge: +1
Frontier orbital gap in eV: 7.6396
Lowest unoccupied orbital energy in Ha: -0.2058

***

C10H14NOP in the gas phase, computed with ωB97M-V/def2-TZVPD.

Structure (XYZ):
```
27
Properties=species:S:1:pos:R:3
C -2.721 1.110 0.098
C -1.783 0.062 0.928
C -2.198 -0.210 2.314
P -0.060 0.809 0.952
O -0.048 2.185 1.416
N 0.962 -0.343 1.786
C 1.401 -1.439 0.903
C 1.550 -0.872 -0.532
C 2.239 -1.335 -1.652
C 2.288 -0.497 -2.801
C 1.601 0.744 -2.807
C 0.767 1.063 -1.746
C 0.756 0.309 -0.553
H -3.021 1.988 0.642
H -1.951 1.451 -0.609
H -3.661 0.730 -0.363
H -1.669 -0.827 0.314
H -1.845 0.462 3.046
H -1.574 -1.070 2.476
H -3.196 -0.552 2.571
H 1.672 0.212 2.188
H 0.683 -2.351 0.872
H 2.324 -1.946 1.279
H 2.748 -2.205 -1.647
H 2.850 -0.744 -3.714
H 1.528 1.227 -3.673
H 0.355 2.039 -1.687
```

Charge: 0
Frontier orbital gap in eV: 10.0705
Lowest unoccupied orbital energy in Ha: 0.0262
SMILES string: CC(C)[P@@]1(=O)NCc2ccccc21

***

Values of energy, in order: -24411.5874 -24408.4018 -15054.7478 -23423.3710, all in eV.
Values of ΔE to the lowest compared entry with this formula, charge and spin, in order: 1.796 4.982 6.667 1.612, all in eV.